The following is a quantum chemistry calculation of 20 unconnected molecules or ions with the total composition H38IO19, from the Open Molecules 2025 dataset.

Geometry as XYZ:
```
58
Properties=species:S:1:pos:R:3
I -1.48331 0.31014 1.12072
O 2.45700 -1.39271 -0.29550
H 2.99442 -0.61135 -0.23550
H 1.71480 -1.20245 -0.90267
O -0.45081 -2.62822 4.40993
H -0.84540 -2.93774 3.55375
H -1.09401 -1.92506 4.67354
O -2.59684 3.33129 -1.53973
H -2.33080 2.86615 -2.36125
H -3.08822 2.71301 -0.97707
O -1.46054 -2.83562 -0.66584
H -1.24061 -2.07806 -0.16172
H -0.68223 -3.30373 -0.79872
O 0.89841 4.05733 1.77575
H 1.80677 3.98451 2.12624
H 0.54006 3.15917 1.64240
O -2.59828 -1.03574 -3.26851
H -2.08466 -0.26929 -3.00991
H -2.36084 -1.68058 -2.58569
O 4.61745 -2.41467 1.34323
H 4.29564 -3.31420 1.41741
H 3.91054 -2.01288 0.80730
O 3.92827 0.78148 0.02789
H 4.66267 1.36547 0.19662
H 3.29403 1.08607 0.70213
O 1.77341 2.19717 -2.68710
H 2.28144 1.70418 -3.29115
H 2.15542 3.00253 -2.39648
O 1.36526 -3.48332 1.45490
H 1.52841 -2.84326 0.74233
H 1.42298 -2.86725 2.20732
O -4.82826 -0.27388 -1.42595
H -4.41839 -0.30086 -2.28310
H -4.30288 -0.85887 -0.86710
O 0.74814 -0.67496 -2.55541
H 0.19370 0.10276 -2.53348
H 0.31211 -1.32727 -3.13517
O -4.33046 2.09753 0.19994
H -4.79306 1.56832 -0.44390
H -3.79368 1.46657 0.66604
O -1.22308 1.26761 -2.40597
H -0.59409 1.99269 -2.46288
H -1.37055 1.17031 -1.41244
O 1.65290 0.76480 2.41742
H 1.90259 0.04362 3.04312
H 0.90125 0.36002 1.86471
O -0.65633 -2.89533 -4.97618
H -0.89317 -2.33033 -5.68946
H -1.52307 -2.94304 -4.53283
O -1.65792 0.32414 4.64802
H -1.92199 0.45486 3.71748
H -0.75456 0.66084 4.66130
O 0.71442 4.39029 -1.33335
H 0.79566 4.32206 -0.36883
H -0.24508 4.33184 -1.47843
O 2.32031 -1.48097 4.69532
H 2.99039 -2.06977 4.28628
H 1.44466 -1.88533 4.68020
```

## Properties
- highest occupied orbital energy (eV) = -6.4
- largest force on an atom (eV/Å) = 2.9
- ΔE to the lowest compared entry with this formula, charge and spin (kcal per mole) = 16.0
- orbital gap (eV) = 8.71
- calculated total energy (Eh) = -1750.240534
- charge = -1

Löwdin population analysis, charges in e, atoms 1 to 8: atom 1 (I): 0.40, atom 2 (O): -0.08, atom 3 (H): -0.03, atom 4 (H): 0.03, atom 5 (O): -0.09, atom 6 (H): 0.07, atom 7 (H): 0.04, atom 8 (O): -0.10

***

The following is a quantum chemistry calculation of a molecular structure, H38O19Ti, from the Open Molecules 2025 dataset.

Geometry as XYZ:
```
58
Properties=species:S:1:pos:R:3
Ti 0.18995 -0.03262 0.21420
O -1.73097 -2.05337 0.62112
H -2.15880 -2.52205 -0.09549
H -2.43852 -1.85548 1.23466
O 0.09553 -1.20535 -4.56109
H 0.05136 -0.58129 -5.28554
H 0.42491 -2.01146 -4.95850
O 0.67979 -3.31289 1.28203
H -0.16019 -2.99960 0.94659
H 0.71956 -4.22998 1.01074
O -3.24417 -2.98279 -1.40970
H -3.89434 -3.67563 -1.52586
H -3.30518 -2.45995 -2.20917
O -0.04393 -1.28911 -1.78450
H -0.79435 -1.87016 -1.66012
H -0.09461 -1.02495 -2.70314
O -3.61089 -1.19698 2.20627
H -4.07899 -0.37213 2.07694
H -3.68929 -1.37297 3.14389
O 3.55744 3.28040 2.14956
H 3.02068 2.99519 1.41012
H 4.45051 3.29709 1.80551
O -2.61896 0.21912 -2.97560
H -2.63424 -0.54658 -3.54980
H -3.35907 0.08924 -2.38265
O 2.69226 -0.10671 0.68103
H 3.18545 -0.01075 -0.13371
H 3.35724 -0.07780 1.36891
O 1.25502 -3.18198 4.10901
H 0.83929 -2.73026 3.37461
H 1.48188 -4.04497 3.76257
O 2.72148 -0.80848 -2.59638
H 3.01346 -1.58431 -3.07499
H 1.85873 -1.04649 -2.25692
O -0.79499 1.79513 -0.97962
H -1.11670 2.14759 -1.80938
H -1.56598 1.77422 -0.41273
O 3.36270 -3.10349 1.53585
H 2.47132 -2.88247 1.80567
H 3.57236 -3.89754 2.02754
O 3.48553 1.93771 -3.23721
H 3.44049 1.50533 -4.09000
H 3.73109 1.24156 -2.62785
O 2.09037 5.24514 -0.98800
H 1.77880 4.49561 -0.48069
H 1.97733 5.99443 -0.40317
O -1.42817 2.21330 4.30170
H -1.87865 1.86944 5.07311
H -2.07648 2.77359 3.87508
O -1.19895 0.95049 1.89407
H -0.91326 1.42668 2.67372
H -1.90563 0.38423 2.20424
O 1.09565 3.18960 0.71455
H 0.54501 2.66228 0.13581
H 0.47716 3.63869 1.29076
O -3.29872 2.16403 -0.14526
H -3.69392 1.39686 0.26883
H -3.89438 2.38365 -0.86163
```

## Properties
- highest occupied orbital energy (alpha / beta) (eV) = -7.4 / -12.2
- largest force on an atom (eV/Å) = 1.4
- spin multiplicity = 4
- ΔE to the lowest compared entry with this formula, charge and spin (kcal per mole) = 62.1
- orbital gap (alpha / beta) (eV) = 3.95 / 8.71
- calculated total energy (Eh) = -2301.547121
- charge = +1
- <S²> = 3.751

Löwdin population analysis, charges in e, atoms 1 to 8: atom 1 (Ti): 0.72, atom 2 (O): -0.07, atom 3 (H): 0.00, atom 4 (H): -0.01, atom 5 (O): -0.02, atom 6 (H): 0.07, atom 7 (H): 0.06, atom 8 (O): -0.05

***

The following is a quantum chemistry calculation of 19 unconnected molecules or ions with the total composition H39O19, from the Open Molecules 2025 dataset.

Geometry as XYZ:
```
58
Properties=species:S:1:pos:R:3
O -0.06116 -0.50513 1.65586
H -4.03888 -0.95647 -0.75112
H 0.55151 -1.19792 1.40423
O 1.89119 0.24500 2.43640
H 2.40548 0.97681 2.73353
H -1.42498 0.30088 -0.20103
O -0.16486 -1.67041 4.36238
H -1.06555 -2.45083 -2.11920
H -2.87162 -1.27985 -1.65857
O -1.41171 1.30110 -0.35063
H 1.77009 -3.22867 -2.15712
H -0.65747 -2.35713 4.24162
O 2.13213 0.26716 -1.06883
H 2.85873 -0.27340 -1.37743
H 1.82218 -0.15383 -0.26129
O 0.87641 2.75693 2.02493
H -2.40026 2.15537 -4.03149
H -0.38255 2.34172 2.15087
O 1.02759 -3.24805 -1.42655
H -1.30478 1.13449 1.76644
H 1.43951 -0.25855 3.17702
O -3.65147 -0.70927 -1.53207
H 2.55284 -0.77161 -4.49491
O 4.05180 -2.53460 -1.15643
H 4.65113 -1.73197 -1.25511
H 3.45699 -2.48086 -0.51909
O -4.12598 1.69416 0.63993
H -1.80460 2.13252 1.21325
H -1.79086 1.18628 -1.27867
O -1.49872 1.99312 2.12766
H 0.14179 -1.38501 5.10835
H -4.72257 1.96903 1.27252
O -1.72151 -2.17659 -2.76448
H -1.32914 -1.48374 -3.21150
H -3.75134 0.99905 1.08790
O 1.12819 4.57761 0.11434
H 0.86962 3.46018 1.38769
H 1.42428 2.09289 1.62346
O 2.06771 -1.52808 -4.37534
H 1.07070 -1.30687 -4.59980
H -2.49206 3.31467 -3.26454
O -2.89426 -1.93844 3.05226
H -2.77217 -2.61528 3.63410
H 1.30258 -3.73500 -0.73890
O 1.19029 -2.90956 1.83930
H -0.26394 1.25846 -3.37920
H 1.44606 -2.67318 1.04131
O -0.45558 0.32147 -3.16795
H -0.08438 -0.60901 2.55828
H 0.04369 0.00015 -2.48772
O -1.98326 2.64928 -3.53793
H 0.26236 5.08793 -0.23142
H -2.84512 -2.26067 2.19648
O 3.16492 1.99449 0.88822
H 3.26751 1.08196 0.39763
H 2.99928 2.80284 0.39351
H 1.19219 4.28227 -0.77606
H 0.91204 -3.94786 1.64490
```

## Properties
- highest occupied orbital energy (eV) = -13.4
- largest force on an atom (eV/Å) = 13.1
- ΔE to the lowest compared entry with this formula, charge and spin (kcal per mole) = 167.2
- orbital gap (eV) = 10.46
- calculated total energy (Eh) = -1452.471653
- charge = +1

Löwdin population analysis, charges in e, atoms 1 to 8: atom 1 (O): -0.05, atom 2 (H): -0.02, atom 3 (H): 0.01, atom 4 (O): -0.07, atom 5 (H): 0.03, atom 6 (H): 0.07, atom 7 (O): 0.13, atom 8 (H): 0.03

***

Look up the ΔE to the lowest compared entry with this formula, charge and spin of the second one. 62.1 kcal per mole

***

What did the third record say?
The following is a quantum chemistry calculation of 19 unconnected molecules or ions with the total composition H39O19, from the Open Molecules 2025 dataset.

Geometry as XYZ:
```
58
Properties=species:S:1:pos:R:3
O -0.06116 -0.50513 1.65586
H -4.03888 -0.95647 -0.75112
H 0.55151 -1.19792 1.40423
O 1.89119 0.24500 2.43640
H 2.40548 0.97681 2.73353
H -1.42498 0.30088 -0.20103
O -0.16486 -1.67041 4.36238
H -1.06555 -2.45083 -2.11920
H -2.87162 -1.27985 -1.65857
O -1.41171 1.30110 -0.35063
H 1.77009 -3.22867 -2.15712
H -0.65747 -2.35713 4.24162
O 2.13213 0.26716 -1.06883
H 2.85873 -0.27340 -1.37743
H 1.82218 -0.15383 -0.26129
O 0.87641 2.75693 2.02493
H -2.40026 2.15537 -4.03149
H -0.38255 2.34172 2.15087
O 1.02759 -3.24805 -1.42655
H -1.30478 1.13449 1.76644
H 1.43951 -0.25855 3.17702
O -3.65147 -0.70927 -1.53207
H 2.55284 -0.77161 -4.49491
O 4.05180 -2.53460 -1.15643
H 4.65113 -1.73197 -1.25511
H 3.45699 -2.48086 -0.51909
O -4.12598 1.69416 0.63993
H -1.80460 2.13252 1.21325
H -1.79086 1.18628 -1.27867
O -1.49872 1.99312 2.12766
H 0.14179 -1.38501 5.10835
H -4.72257 1.96903 1.27252
O -1.72151 -2.17659 -2.76448
H -1.32914 -1.48374 -3.21150
H -3.75134 0.99905 1.08790
O 1.12819 4.57761 0.11434
H 0.86962 3.46018 1.38769
H 1.42428 2.09289 1.62346
O 2.06771 -1.52808 -4.37534
H 1.07070 -1.30687 -4.59980
H -2.49206 3.31467 -3.26454
O -2.89426 -1.93844 3.05226
H -2.77217 -2.61528 3.63410
H 1.30258 -3.73500 -0.73890
O 1.19029 -2.90956 1.83930
H -0.26394 1.25846 -3.37920
H 1.44606 -2.67318 1.04131
O -0.45558 0.32147 -3.16795
H -0.08438 -0.60901 2.55828
H 0.04369 0.00015 -2.48772
O -1.98326 2.64928 -3.53793
H 0.26236 5.08793 -0.23142
H -2.84512 -2.26067 2.19648
O 3.16492 1.99449 0.88822
H 3.26751 1.08196 0.39763
H 2.99928 2.80284 0.39351
H 1.19219 4.28227 -0.77606
H 0.91204 -3.94786 1.64490
```

## Properties
- highest occupied orbital energy (eV) = -13.4
- largest force on an atom (eV/Å) = 13.1
- ΔE to the lowest compared entry with this formula, charge and spin (kcal per mole) = 167.2
- orbital gap (eV) = 10.46
- calculated total energy (Eh) = -1452.471653
- charge = +1

Löwdin population analysis, charges in e, atoms 1 to 8: atom 1 (O): -0.05, atom 2 (H): -0.02, atom 3 (H): 0.01, atom 4 (O): -0.07, atom 5 (H): 0.03, atom 6 (H): 0.07, atom 7 (O): 0.13, atom 8 (H): 0.03